# 1
2 unconnected molecules or ions with the total composition C6H9F in a non-equilibrium geometry, computed with ωB97M-V/def2-TZVPD.

Properties
DFT total energy: -333.751094 hartree
ΔE to the lowest compared entry with this formula, charge and spin: 66.1 kcal per mole
HOMO: -9.522 eV

Last column: Löwdin charge in e.
Geometry (Å):
C  -1.5382  -0.6687  0.4107  -0.171
C  -1.3557  -0.7142  1.6132  0.082
C  -1.4684  -0.8575  -1.0377  -0.106
C  2.0093  0.1906  0.8948  -0.033
C  1.5233  -0.1280  -1.5026  0.061
C  1.5775  -0.5950  -0.2494  -0.404
F  1.1662  -1.9292  -0.0220  -0.014
H  -2.3643  -1.2387  -1.4362  0.066
H  -1.1674  0.0154  -1.4360  0.027
H  -0.6474  -1.5552  -1.3206  0.081
H  2.3578  1.1512  0.6047  0.072
H  2.9810  -0.4697  1.2001  0.153
H  1.3094  0.1595  1.6638  0.040
H  -1.4486  -0.5721  2.6909  0.037
H  1.7974  0.9166  -1.5468  0.075
H  1.1972  -0.6896  -2.2800  0.034



# 2
3 unconnected molecules or ions with the total composition C15H37ClNO2PSi in a non-equilibrium geometry, computed with ωB97M-V/def2-TZVPD.

Properties
DFT total energy: -1890.034877 hartree
ΔE to the lowest compared entry with this formula, charge and spin: 0.0 kcal per mole
HOMO: -8.165 eV

Last column: Löwdin charge in e.
Geometry (Å):
C  1.6047  4.2540  0.4490  -0.242
Si  -0.0099  3.3241  0.2888  0.511
C  0.1011  1.4848  -0.1978  -0.305
C  1.4179  0.8250  -0.0597  -0.867
O  2.4502  1.2849  -0.1852  0.088
Cl  1.3168  -0.9484  0.3184  0.617
P  -1.3272  4.3913  -1.2000  0.652
N  -2.8022  4.7124  -0.3958  -0.227
O  -1.6939  3.3260  -2.4317  -0.387
H  2.4150  3.8742  -0.1486  0.020
H  1.4172  5.2631  0.1012  0.011
H  1.8728  4.3595  1.4839  0.022
H  -0.7396  3.3989  1.5764  -0.025
H  -0.5925  0.9501  0.4304  0.053
H  -0.2707  1.3407  -1.2025  0.076
H  -3.1400  5.6121  -0.7042  0.011
H  -3.5207  4.0283  -0.6222  0.005
H  -1.1102  3.5006  -3.1771  0.031
C  -4.5834  1.5159  0.9978  -0.102
C  -4.1809  1.2091  -0.4430  -0.272
C  -5.2642  1.5560  -1.4625  -0.228
C  -6.5709  0.7775  -1.3046  -0.227
C  -6.4247  -0.7419  -1.3690  -0.269
C  -5.8887  -1.2428  -2.7069  -0.111
H  -5.4490  0.9293  1.3082  0.067
H  -3.7669  1.2821  1.6828  0.069
H  -4.8274  2.5738  1.1183  0.072
H  -3.8994  0.1563  -0.5282  0.103
H  -3.2825  1.7842  -0.6860  0.071
H  -4.8647  1.4011  -2.4684  0.104
H  -5.4899  2.6264  -1.3936  0.105
H  -7.2630  1.1011  -2.0883  0.110
H  -7.0458  1.0477  -0.3572  0.101
H  -7.4058  -1.1905  -1.1929  0.104
H  -5.7798  -1.0958  -0.5601  0.098
H  -6.5411  -0.9353  -3.5267  0.075
H  -5.8341  -2.3323  -2.7151  0.069
H  -4.8859  -0.8637  -2.9093  0.065
C  7.5176  -3.9805  0.0102  -0.113
C  6.8168  -4.2473  1.3394  -0.272
C  5.2989  -4.3645  1.2120  -0.230
C  4.5941  -3.1050  0.7049  -0.235
C  4.8290  -1.8488  1.5409  -0.275
C  4.3099  -1.9700  2.9703  -0.111
H  7.2037  -3.0322  -0.4282  0.064
H  8.5989  -3.9354  0.1483  0.068
H  7.3038  -4.7751  -0.7077  0.074
H  7.0778  -3.4627  2.0546  0.097
H  7.2019  -5.1812  1.7576  0.103
H  4.8837  -4.6490  2.1831  0.100
H  5.0623  -5.1903  0.5333  0.108
H  3.5187  -3.3044  0.6616  0.094
H  4.9015  -2.9050  -0.3256  0.102
H  4.3229  -1.0112  1.0550  0.079
H  5.8926  -1.5938  1.5571  0.099
H  3.2386  -2.1822  2.9767  0.067
H  4.4684  -1.0385  3.5164  0.069
H  4.8185  -2.7627  3.5216  0.064



Number 1: gap between HOMO and LUMO 10.50 eV. Number 2: gap between HOMO and LUMO 8.54 eV.